A structure of composition C48H40N7OP2SSnTe, computed with ωB97M-V/def2-TZVPD.

## Properties
- Total charge: +1
- LUMO level (spin up / spin down): -3.5 / -5.0 eV
- E: -3874.37152 Ha
- Maximum force: 4.63 eV Å⁻¹
- Orbital gap (spin up / spin down): 0.20387 / 0.14666 Ha

Geometry (Å):
1 Te 1.39 -6.95 14.60
2 Sn -1.35 -12.27 16.90
3 S 2.30 -12.39 15.90
4 P 1.93 -8.30 17.76
5 P -0.53 -9.04 15.87
6 O -2.49 -12.67 18.69
7 N -2.15 -14.05 15.72
8 N -3.64 -11.57 16.26
9 N -4.24 -13.31 14.86
10 N 0.36 -13.53 18.20
11 N 1.17 -14.37 17.50
12 N 2.92 -14.96 16.24
13 N 0.46 -2.16 15.88
14 C 0.89 -7.61 19.15
15 C -2.68 -11.78 20.85
16 C -1.24 -8.70 11.80
17 C 5.78 -5.87 17.19
18 C -3.34 -9.04 15.64
19 C -0.56 -6.54 21.28
20 C 1.99 -13.93 16.54
21 C 0.09 -7.73 21.41
22 C 0.87 -4.95 15.40
23 C -0.51 -5.88 20.06
24 C 3.31 -7.05 17.44
25 C -0.41 -4.38 15.38
26 C 0.18 -6.45 18.98
27 C -6.27 -10.52 15.98
28 C -0.57 -3.05 15.74
29 C 0.20 -10.32 13.56
30 C -1.34 -8.49 13.19
31 C -5.93 -11.75 15.47
32 C -0.66 -9.35 14.07
33 C 2.01 -4.07 15.72
34 C -4.83 -7.09 16.33
35 C -0.46 -13.23 21.77
36 C -1.28 -12.60 22.66
37 C -4.00 -15.54 15.28
38 C -2.17 -8.26 16.08
39 C 0.48 -10.37 12.22
40 C -2.44 -6.96 16.60
41 C -0.30 -9.63 11.32
42 C -4.55 -12.18 15.62
43 C 4.31 -7.71 16.77
44 C -3.76 -6.43 16.79
45 C 0.90 -8.11 16.35
46 C -0.71 -13.20 20.33
47 C -1.77 -16.44 15.67
48 C -3.84 -10.16 16.63
49 C 4.82 -5.24 18.01
50 C -2.45 -11.94 22.21
51 C -5.28 -9.61 16.56
52 C 3.54 -5.78 18.05
53 C 5.49 -7.02 16.51
54 C 0.92 -8.20 20.42
55 C -3.41 -14.28 15.40
56 C 0.26 -13.76 19.48
57 C -1.97 -12.55 19.89
58 C -1.28 -15.18 15.70
59 C -3.22 -16.65 15.49
60 C -4.78 -8.43 15.65
61 C 1.73 -2.67 15.84
62 H 4.13 -8.71 16.39
63 H -3.58 -17.69 15.57
64 H 2.72 -5.28 18.54
65 H 6.25 -7.50 15.90
66 H -3.28 -9.61 14.65
67 H -0.23 -15.01 15.62
68 H 0.34 -5.92 18.04
69 H -3.04 -11.36 22.92
70 H 0.42 -13.83 22.08
71 H 3.04 -4.43 15.67
72 H -1.09 -6.09 22.13
73 H -1.98 -7.69 13.54
74 H -5.29 -8.46 14.63
75 H 0.95 -14.38 20.01
76 H 5.07 -4.32 18.53
77 H -7.33 -10.24 15.75
78 H -1.27 -4.94 15.10
79 H -1.59 -6.52 17.06
80 H -1.11 -4.98 19.89
81 H -6.63 -12.43 15.06
82 H -5.06 -15.50 14.93
83 H 1.26 -11.01 11.90
84 H 6.85 -5.50 17.25
85 H 3.50 -14.90 15.34
86 H -1.59 -2.62 15.86
87 H 1.56 -9.07 20.54
88 H 0.80 -10.90 14.25
89 H -5.07 -13.74 14.45
90 H 2.56 -1.91 15.98
91 H -3.55 -11.27 20.41
92 H -1.07 -12.64 23.73
93 H -0.10 -9.67 10.25
94 H -0.01 -8.34 22.30
95 H -3.46 -10.01 17.65
96 H -1.13 -17.28 15.74
97 H -5.85 -6.64 16.47
98 H -3.92 -5.50 17.46
99 H -1.84 -8.08 11.15
100 H -5.65 -9.21 17.50
101 H 2.50 -15.92 16.28

A cluster of 8 separate species, C40H76F12O20 in total, computed with ωB97M-V/def2-TZVPD.

## Properties
- LUMO level: 0.4 eV
- E: -4272.46273 Ha
- Maximum force: 6.66 eV Å⁻¹
- Orbital gap: 0.35550 Ha

Geometry (Å):
1 F 4.28 9.41 1.30
2 F 4.75 -4.98 11.87
3 F 2.62 -4.54 11.66
4 F -3.21 -1.01 -5.47
5 F -1.38 0.03 -4.73
6 F 3.59 -4.75 13.52
7 F 2.62 8.15 0.60
8 F 5.58 0.44 -8.18
9 F -1.30 -2.14 -5.32
10 F 6.22 2.43 -7.92
11 F 4.08 1.91 -7.89
12 F 3.79 7.60 2.35
13 O -5.57 -1.80 6.36
14 O 6.24 1.92 -5.44
15 O 1.79 10.56 2.18
16 O -3.57 -1.44 -2.81
17 O -8.62 -5.95 4.50
18 O 1.34 -2.38 4.73
19 O 4.57 0.39 -5.55
20 O 3.12 -2.01 13.28
21 O -0.19 3.06 1.42
22 O 6.69 -6.38 0.75
23 O -1.62 -2.49 -2.70
24 O 7.83 -6.90 3.14
25 O 0.92 0.19 3.32
26 O -8.13 7.05 -13.56
27 O 4.86 -2.20 11.70
28 O 1.93 8.88 3.77
29 O -6.78 7.02 -10.23
30 O -9.86 8.12 -15.72
31 O 8.15 -7.87 -1.59
32 O -7.55 -3.08 3.75
33 C 6.82 1.46 -4.25
34 C 6.80 2.68 -3.27
35 C -8.95 6.29 -14.44
36 C -9.44 -6.53 5.52
37 C 5.32 1.18 -6.06
38 C 1.00 9.51 4.70
39 C -2.51 -1.69 -3.39
40 C -2.02 -1.15 -4.74
41 C 1.85 -3.67 4.82
42 C -0.38 1.88 2.16
43 C 6.31 -0.60 12.60
44 C -9.01 7.03 -15.84
45 C -1.30 3.77 0.94
46 C 2.22 9.44 2.58
47 C 6.32 -7.60 0.13
48 C -0.57 -3.52 -0.86
49 C 0.92 1.50 2.79
50 C -5.82 6.20 -9.65
51 C -7.27 6.35 -12.56
52 C 3.74 -4.29 12.34
53 C 5.30 1.53 -7.52
54 C 8.76 -6.90 2.03
55 C -6.75 -3.47 4.82
56 C -5.57 -2.46 5.05
57 C 2.09 -0.04 4.15
58 C 6.74 -7.52 -1.39
59 C -6.52 7.30 -11.62
60 C 8.12 -6.03 0.91
61 C -9.26 -4.99 3.79
62 C -8.25 -4.15 3.08
63 C 3.89 -2.72 12.51
64 C 8.33 -7.46 4.34
65 C -9.81 8.96 -16.91
66 C -0.52 9.23 4.34
67 C 2.39 -1.55 4.30
68 C 8.32 -9.18 -1.80
69 C 3.24 8.64 1.69
70 C 5.20 -0.82 11.61
71 C -1.88 -2.92 -1.36
72 C -4.93 -0.48 6.43
73 H 7.21 2.57 -2.26
74 H 8.07 -4.98 1.20
75 H 5.48 -0.68 10.57
76 H -8.82 9.00 -17.35
77 H -9.95 6.10 -14.04
78 H -5.47 5.45 -10.36
79 H 6.80 -6.47 -1.70
80 H 8.51 -8.53 4.38
81 H -1.94 3.06 0.40
82 H -8.56 5.29 -14.61
83 H 2.02 0.39 5.16
84 H -7.49 -3.60 5.60
85 H 6.13 -0.88 13.63
86 H 2.33 -3.85 5.78
87 H -10.48 -6.64 5.22
88 H -9.43 -5.93 6.44
89 H -6.60 5.63 -13.03
90 H 1.11 -4.46 4.72
91 H 3.15 -1.53 5.08
92 H 1.10 10.60 4.79
93 H 7.80 1.12 -4.56
94 H 9.82 -6.78 2.25
95 H -1.31 9.42 5.07
96 H 9.33 -7.11 4.61
97 H -0.56 -4.53 -1.27
98 H 5.24 -7.76 0.15
99 H 6.01 -7.91 -2.10
100 H -9.91 -5.54 3.11
101 H -5.11 -0.20 7.47
102 H -8.80 -3.79 2.22
103 H 2.61 -3.94 4.09
104 H 4.33 -0.16 11.74
105 H 8.72 -6.15 0.00
106 H 6.36 0.57 -3.83
107 H -1.09 4.64 0.31
108 H -10.24 9.95 -16.71
109 H -4.61 -2.98 5.04
110 H -9.28 6.37 -16.67
111 H -9.97 -4.45 4.42
112 H -9.03 -7.53 5.70
113 H 8.07 -9.91 -1.03
114 H -1.91 4.03 1.80
115 H 9.34 -9.14 -2.17
116 H 1.67 1.55 1.99
117 H -5.50 7.45 -11.96
118 H 6.77 0.39 12.57
119 H -0.77 9.81 3.45
120 H -10.43 8.46 -17.66
121 H 7.13 -1.26 12.32
122 H -5.01 6.82 -9.26
123 H -0.60 8.18 4.04
124 H -5.61 -1.75 4.23
125 H 6.90 -8.48 0.42
126 H 7.71 -9.45 -2.66
127 H 5.79 3.02 -3.06
128 H 8.82 -7.91 1.63
129 H 2.96 0.42 3.69
130 H -7.60 -4.96 2.72
131 H -1.16 1.99 2.90
132 H -0.51 -3.57 0.22
133 H 0.26 -2.95 -1.27
134 H -5.39 0.18 5.69
135 H -6.30 -4.45 4.66
136 H -0.72 1.15 1.42
137 H -8.00 7.33 -16.09
138 H 7.32 3.51 -3.75
139 H -2.59 -3.75 -1.33
140 H -6.15 5.74 -8.72
141 H 7.69 -7.25 5.19
142 H -3.89 -0.59 6.11
143 H -7.09 8.22 -11.76
144 H 2.97 -1.82 3.42
145 H -8.00 5.76 -11.99
146 H 1.24 2.22 3.54
147 H -2.19 -2.17 -0.64
148 H 1.24 8.97 5.62

A cluster of 5 separate species, C17H27BF12O9P in total, computed with ωB97M-V/def2-TZVPD.

## Properties
- Total charge: +1
- LUMO level: -5.0 eV
- E: -2905.47779 Ha
- Maximum force: 4.70 eV Å⁻¹
- Orbital gap: 0.27828 Ha

Geometry (Å):
1 P -4.68 -1.25 2.19
2 F 2.59 3.37 -8.52
3 F -0.03 6.81 -2.03
4 F -3.07 -4.92 6.44
5 F 3.02 -1.33 1.80
6 F 4.25 3.76 -7.17
7 F -1.79 -3.66 5.20
8 F 0.39 7.01 0.10
9 F 2.52 2.65 -6.46
10 F 1.16 -0.29 1.35
11 F -3.72 -4.32 4.44
12 F 1.11 -2.20 2.40
13 F -1.64 7.30 -0.64
14 O -0.93 4.21 -1.49
15 O 1.76 5.86 -7.55
16 O 0.90 -1.99 -0.87
17 O 2.31 5.16 -5.43
18 O -1.00 4.76 0.74
19 O -2.50 -6.75 3.78
20 O -3.21 1.24 2.64
21 O -0.74 -6.17 5.13
22 O 2.50 -3.35 0.05
23 C -0.53 6.53 -0.79
24 C 2.89 3.71 -7.24
25 C -0.82 5.04 -0.59
26 C 1.77 6.37 -4.90
27 C -0.08 2.54 1.09
28 C 1.73 -1.53 1.39
29 C -0.03 -7.34 4.70
30 C 3.33 -3.54 -2.22
31 C 0.64 -7.11 3.36
32 C 1.64 -2.27 0.06
33 C -1.56 -0.99 2.36
34 C -1.34 3.40 1.06
35 C 2.48 -4.16 -1.13
36 C 2.24 5.02 -6.80
37 C -1.98 -5.98 4.58
38 C -2.64 -4.73 5.16
39 C 0.26 6.28 -4.77
40 B -3.03 -0.23 2.43
41 H 4.34 -3.34 -1.86
42 H 1.25 -7.97 3.07
43 H -1.80 3.41 2.05
44 H 2.07 7.24 -5.50
45 H -4.34 -2.62 1.88
46 H 3.38 -4.19 -3.10
47 H -3.58 1.55 1.74
48 H -0.10 -6.93 2.58
49 H -1.52 -1.98 2.99
50 H -0.03 5.40 -4.18
51 H 2.21 6.51 -3.90
52 H -5.55 -1.10 3.33
53 H 0.39 2.49 0.11
54 H 0.66 2.97 1.78
55 H -5.27 -0.72 0.95
56 H 0.74 -7.54 5.46
57 H -0.32 1.52 1.41
58 H -1.38 -1.22 1.20
59 H 1.28 -6.22 3.40
60 H -0.15 7.17 -4.29
61 H 2.90 -5.13 -0.86
62 H 2.92 -2.57 -2.54
63 H -0.69 -0.23 2.64
64 H -0.22 6.17 -5.75
65 H -0.69 -8.21 4.68
66 H 1.45 -4.34 -1.47
67 H -2.08 3.00 0.36